No. 1
ORCA calculation (ωB97M-V/def2-TZVPD) on a 2-piece molecular cluster, C2H7N2 overall at a distorted geometry.

```
! RIJCOSX wB97M-V def2-TZVPD def2/J DEFGRID3
* xyz 2 2
C -0.43792 -1.33200 0.56825
C -0.08165 -0.11711 1.01448
N 0.69359 2.31473 -0.51858
N -0.75719 -1.55301 -0.75417
H -0.38107 -2.26898 1.10089
H 0.48357 0.06499 1.97898
H 0.95877 2.78490 0.36088
H 1.43396 2.29318 -1.22756
H 0.38201 1.32806 -0.26737
H -1.52420 -0.99990 -1.15774
H -0.76988 -2.51485 -1.09806
*
```

Values from the calculation:
**E_LUMO (spin up / spin down)**: -14.05 / -12.64 eV
**HOMO energy (spin up / spin down)**: -0.77864 / -0.82730 Eh
**Frontier orbital gap (spin up / spin down)**: 7.13 / 9.87 eV
**Relative energy (zero: lowest compared OMol25 entry of this formula, charge and spin)**: 5.431 eV

---

No. 2
ORCA calculation (ωB97M-V/def2-TZVPD) on a 6-piece molecular cluster, C20H55IN5O5 overall at a distorted geometry.

```
! RIJCOSX wB97M-V def2-TZVPD def2/J DEFGRID3
* xyz -1 1
I -0.31432 0.24442 0.96629
C -2.99068 -4.11241 0.87810
C -3.26579 -3.13713 2.00939
C -3.98543 -3.74951 3.20285
O -4.10257 -2.73628 4.19080
C -4.31440 -3.04219 5.55520
N -1.93745 -2.66653 2.40234
H -2.46466 -3.55940 0.09991
H -3.92704 -4.44781 0.43220
H -2.25815 -4.86523 1.16927
H -3.80173 -2.21709 1.77615
H -3.41664 -4.53634 3.69832
H -5.01183 -3.96766 2.90789
H -3.41247 -3.55368 5.89135
H -5.22079 -3.63684 5.66900
H -4.25786 -2.20224 6.24758
H -2.04525 -2.23967 3.31134
H -1.70744 -1.86551 1.83176
C -1.64504 4.31946 -1.20918
C -0.11407 4.22631 -1.31110
C 0.48168 5.57563 -1.78765
O 1.90447 5.51088 -1.79797
C 2.47081 6.03942 -3.00648
N 0.30920 3.90970 0.07612
H -1.97922 5.13331 -0.56569
H -2.11154 3.42189 -0.80317
H -2.08023 4.45090 -2.19986
H 0.16381 3.40100 -1.96666
H 0.29088 6.42395 -1.13035
H 0.00381 5.92109 -2.70439
H 3.45719 5.64630 -3.25267
H 2.48514 7.10540 -2.77939
H 1.81223 5.94904 -3.87031
H -0.09407 2.99643 0.22910
H -0.15508 4.50889 0.74359
C -3.46651 -1.32976 -3.62341
C -2.61693 -0.35814 -2.76518
C -3.09498 1.07521 -3.02610
O -2.87342 1.58344 -4.37393
C -1.51671 1.88968 -4.64232
N -2.90638 -0.81936 -1.38064
H -3.38589 -1.17474 -4.69932
H -4.54373 -1.34153 -3.45742
H -3.07026 -2.31935 -3.39583
H -1.55536 -0.44758 -2.99578
H -2.62000 1.76428 -2.32776
H -4.16215 1.04097 -2.80689
H -1.27535 2.87753 -4.24991
H -1.37238 2.04412 -5.71163
H -0.87776 1.05904 -4.34253
H -2.71450 -1.81095 -1.37529
H -2.11948 -0.53001 -0.81747
C 1.16484 -1.74512 4.62509
C 1.66418 -0.34062 5.14391
C 3.19319 -0.14653 4.96460
O 3.52795 1.28857 5.32586
C 4.87984 1.56865 4.96750
N 1.00643 0.65631 4.41616
H 1.32585 -1.88255 3.55585
H 0.11051 -1.96559 4.79202
H 1.55675 -2.53799 5.26218
H 1.51370 -0.30749 6.22296
H 3.41623 -0.24608 3.90232
H 3.66564 -0.84876 5.65144
H 4.95842 2.65464 4.91702
H 5.13133 1.02657 4.05591
H 5.57936 1.34871 5.77397
H 1.01122 0.42967 3.43193
H 0.02346 0.58713 4.63771
C 1.08382 -1.88465 -3.61048
C 2.19370 -2.13478 -2.64306
C 3.65476 -1.95469 -3.27446
O 4.68518 -2.21559 -2.34381
C 5.99364 -2.07730 -2.90985
N 1.99444 -1.06413 -1.67262
H 0.99264 -1.01651 -4.26325
H 0.13107 -1.92827 -3.08277
H 1.08088 -2.59246 -4.43940
H 2.03122 -3.08476 -2.13390
H 3.81577 -1.03754 -3.84104
H 3.68551 -2.68730 -4.08096
H 6.05641 -1.10710 -3.40268
H 6.29927 -2.84325 -3.62259
H 6.73465 -2.14441 -2.11329
H 1.13349 -1.11000 -1.14653
H 2.11054 -0.10832 -1.97767
*
```

Values from the calculation:
**E_LUMO**: 2.62 eV
**HOMO energy**: -0.17252 Eh
**Frontier orbital gap**: 7.32 eV
**Relative energy (zero: lowest compared OMol25 entry of this formula, charge and spin)**: 3.569 eV

---

No. 3
ORCA calculation (ωB97M-V/def2-TZVPD) on C5H6O2 as an isolated structure.

```
! RIJCOSX wB97M-V def2-TZVPD def2/J DEFGRID3
* xyz 0 1
C 0.25678 0.87227 1.22077
O 1.20404 1.06741 0.15465
C 0.71544 0.69216 -1.06937
C 0.16895 -1.12598 -0.89602
O 0.11485 -1.38651 0.47298
C -0.67007 -0.17058 0.65961
C -0.66613 0.08868 -0.85809
H -0.25136 1.81744 1.45379
H 0.79925 0.51416 2.09880
H 1.28049 -0.41212 -1.35244
H 0.18485 -1.95422 -1.60251
H -1.60954 -0.35805 1.17978
H -1.52753 0.35534 -1.46194
*
```

Values from the calculation:
**E_LUMO**: 0.95 eV
**HOMO energy**: -0.29945 Eh
**Frontier orbital gap**: 9.10 eV
**Relative energy (zero: lowest compared OMol25 entry of this formula, charge and spin)**: 5.039 eV

---

No. 4
ORCA calculation (ωB97M-V/def2-TZVPD) on one molecule with the formula C3H6N2S at a distorted geometry.

```
! RIJCOSX wB97M-V def2-TZVPD def2/J DEFGRID3
* xyz 0 1
C 1.41364 0.28139 0.32353
C 0.34314 1.14747 -0.34063
C 0.06597 -1.53889 -0.42244
N 1.45512 -0.95184 0.39182
N -1.82584 0.22923 0.99556
S -1.17560 0.00425 -0.36465
H 2.02224 0.90732 1.00098
H 0.04661 2.01778 0.25250
H 0.42990 1.41121 -1.47489
H 0.31654 -1.37799 -1.46377
H -0.24121 -2.38844 0.19227
H -2.85050 0.25851 0.90970
*
```

Values from the calculation:
**E_LUMO**: 0.69 eV
**HOMO energy**: -0.31951 Eh
**Frontier orbital gap**: 9.38 eV
**Relative energy (zero: lowest compared OMol25 entry of this formula, charge and spin)**: 4.088 eV